No. 1
44
Properties=species:S:1:pos:R:3:mulliken_charge:R:1 method="wB97M-V/def2-TZVPD" lumo_ev=-8.356 relative_energy_kcal_mol=0.0 fmax_ev_per_a=2.3 energy_ha=-1649.91334 homo_ha=-0.5290 total_charge=+2 mol_weight_g_mol=530.0
I 2.56746 -0.71902 -1.82717 -0.07
Zr 0.33079 0.35584 -0.55412 1.31
Cl 2.26119 -3.12577 1.34890 -0.17
N -1.10651 1.73107 0.50884 -0.36
N 1.57046 1.54328 0.73735 -0.18
C 1.70650 3.10080 2.54240 -0.58
C -1.80984 -3.71422 -0.50506 -0.74
C 2.88593 1.24628 0.91007 0.22
C 0.67202 -3.36822 0.73213 0.40
C 0.93564 2.41398 1.60210 0.55
C 0.09128 -0.92812 1.18176 -1.13
C -0.89351 -4.77192 -0.45421 -0.48
C -1.51560 -2.49900 0.10746 -0.39
C 3.09162 2.98045 2.53352 -0.52
C 0.33395 -4.60679 0.20489 -0.48
C -0.87268 -0.35623 -4.65730 -0.89
C -1.32336 3.19746 2.40730 -0.55
C 0.61116 -0.69841 -4.60185 -0.28
C -0.52208 2.48039 1.50845 0.87
C -3.28106 2.29404 1.36676 -0.75
C 3.68976 2.03913 1.69332 -0.89
C -0.24194 -2.28581 0.67733 0.36
C -2.70516 3.13498 2.32133 -0.52
C -2.46689 1.59011 0.48589 0.00
H 1.17852 3.74341 3.24632 0.39
H -2.76435 -3.84400 -1.02160 0.41
H -2.26314 -1.69393 0.15503 0.47
H -3.31929 3.73557 2.99224 0.47
H 3.69899 3.60388 3.18343 0.47
H 4.76362 1.89547 1.64660 0.43
H -1.17410 0.42840 -3.95682 0.20
H -1.49203 -1.24673 -4.50048 0.26
H 0.85315 -1.53227 -5.26479 0.37
H -0.74299 -0.47827 1.73403 0.49
H -0.81046 3.77113 3.17183 0.38
H 1.24453 0.14059 -4.90823 0.35
H -1.11258 -0.00779 -5.66882 0.33
H 0.95562 -1.00397 -3.59702 -0.34
H 1.01792 -0.85915 1.75663 0.56
H 3.26851 0.38234 0.34836 0.25
H -4.36190 2.17733 1.31490 0.43
H -2.87415 0.90523 -0.26516 0.50
H 1.03919 -5.42704 0.29886 0.44
H -1.11419 -5.72451 -0.93539 0.41

***

No. 2
45
Properties=species:S:1:pos:R:3:mulliken_charge:R:1 method="wB97M-V/def2-TZVPD" lumo_ev=-0.466 fmax_ev_per_a=17.8 energy_ha=-1833.30515 homo_ha=-0.2793 mol_weight_g_mol=373.9
Cl 2.03881 2.40282 -0.87184 -0.28
S -3.26350 -4.47958 -1.03591 -0.40
O -0.58484 3.48823 -0.53768 -0.47
N -1.28010 -3.19509 2.50309 -0.61
N -2.25824 -4.04242 1.75206 -0.15
N -1.36151 -2.94286 0.24366 0.15
C 0.36551 -1.63657 1.86030 -0.80
C 1.05443 0.44953 0.63719 -0.87
C -1.14459 0.29171 1.33483 0.59
C -0.33874 4.64076 0.02326 0.84
C 0.58725 -2.55354 -1.43765 1.00
C 1.17509 -3.69767 -0.97136 -0.49
C -1.67594 1.59910 0.80479 -1.38
C -0.06820 -0.25708 1.10467 0.15
C -0.89277 -2.53758 1.43010 0.29
C -0.72294 5.05636 1.51916 -1.25
C -2.21645 -3.75615 0.54867 0.27
C 2.50531 -1.69223 -2.21903 -0.01
C -0.41661 2.35875 -0.02619 0.58
C 2.40126 -3.77231 -1.35892 -0.30
C -1.14642 -2.28734 -0.92244 -1.25
C 3.23664 -2.84205 -2.02387 -0.78
C 1.20746 -1.42193 -1.88885 -1.58
C -0.28567 5.67555 -0.88215 -1.60
C 0.65416 1.62187 0.09056 0.31
H -1.42635 -2.75585 -1.73571 0.74
H -0.55943 4.22996 2.04047 0.41
H 1.39406 -1.94901 1.53582 0.30
H -1.42004 5.76661 -1.08025 0.30
H 0.48581 -4.40304 -0.41586 0.36
H -2.11962 -0.10662 1.97695 0.11
H -2.99288 -4.73796 2.42892 0.35
H 4.40051 -3.01909 -2.22087 0.28
H 0.80405 -0.61629 -2.07382 1.34
H -2.38807 2.15724 0.81701 0.93
H 0.04922 5.39181 -1.92052 0.30
H 2.93854 -4.68368 -0.93825 0.23
H 2.01306 -0.18925 0.27064 0.23
H -1.78831 5.22389 1.22590 0.34
H 0.19966 6.47565 -0.68716 0.48
H 0.36431 -1.48949 2.91493 0.45
H -1.19969 -1.23605 -1.05478 0.27
H -0.19387 5.97182 2.02431 0.30
H 2.95530 -0.89096 -2.97411 0.19
H 0.91432 4.39002 0.18993 0.14

***

No. 3
54
Properties=species:S:1:pos:R:3:mulliken_charge:R:1 method="wB97M-V/def2-TZVPD" lumo_ev=2.454 fmax_ev_per_a=0.4 energy_ha=-2574.27209 homo_ha=-0.2453 total_charge=-1 mol_weight_g_mol=522.8
S 0.09600 4.34832 -2.47038 1.19
S -2.53137 2.42840 4.23054 1.28
Mg 0.60393 -0.28194 0.31393 1.16
O 1.61599 0.05668 2.11104 -0.79
O 2.30476 -2.57236 -2.52873 -0.71
O -3.79001 2.14402 3.60516 -0.74
O -2.45459 2.82036 5.61088 -0.72
O -0.70733 5.49626 -2.12192 -0.66
O 0.43800 4.18410 -3.85571 -0.75
O -0.09495 1.44892 -0.24988 -0.83
O -0.42051 -0.76227 2.08252 -0.77
O 1.90913 -1.09794 -0.88220 -0.90
N -0.75324 -1.44415 -1.00021 -0.52
N -1.63012 1.07472 4.07697 -0.31
N -0.55802 2.99359 -1.85213 -0.59
C 0.47848 -0.17814 4.22367 -0.85
C 0.20780 2.47099 -0.92044 0.17
C 0.47566 6.59701 1.03440 -1.54
C 2.63183 5.20611 -1.42541 -0.68
C 1.47040 3.23810 -0.63868 1.06
C 3.53796 3.84045 0.35866 -0.75
C -1.70198 3.67921 3.29825 -0.11
C 0.58476 -0.32283 2.72301 1.30
C -0.78300 4.50225 3.93629 -0.40
C 1.57788 -2.00379 -1.72911 0.60
C -1.24507 4.76460 1.21073 -0.36
C -0.25122 1.12310 4.55937 -0.29
C 0.09422 -2.43102 -1.69258 -0.47
C -1.93478 3.80335 1.93527 -0.55
C 1.56339 4.33551 -1.46907 -0.18
C -0.08702 5.44295 3.19753 -0.67
C -0.30357 5.58578 1.82874 0.79
C 2.45291 2.97330 0.29854 -0.20
C 3.62857 4.93875 -0.49290 -0.46
H -1.07627 -0.72699 -1.64250 0.24
H 0.63424 6.08357 3.69289 0.40
H -0.23397 -2.64596 -2.70922 0.33
H -2.65627 3.16289 1.44424 0.51
H -1.43562 4.87701 0.15024 0.42
H 4.48658 5.59590 -0.42434 0.37
H 1.52149 6.28836 0.95043 0.15
H -1.73644 0.62703 3.16838 0.39
H 2.68925 6.06076 -2.08646 0.44
H 2.37961 2.11990 0.96208 0.48
H 1.47713 -0.14219 4.65378 0.38
H -0.62945 4.40242 5.00250 0.48
H -1.57533 -1.87119 -0.59453 0.23
H 4.32842 3.65620 1.07493 0.42
H 0.07886 6.69574 0.02606 0.31
H 0.06040 -3.36672 -1.13163 0.26
H -0.07366 -1.02522 4.63048 0.32
H -0.27289 1.27622 5.63727 0.32
H 0.45930 7.57312 1.52348 0.55
H 0.29536 1.96057 4.10761 0.25